1.
Below is a structure of composition C51H48CrN7OP2S3Se2 in a non-equilibrium geometry, with properties calculated with wB97M-V/def2-TZVPD.

Properties
Multiplicity: 4
Expectation value of S²: 3.813
Gap between HOMO and LUMO (alpha / beta) (eV): 6.27 / 6.37
Molecular weight (g/mol): 1143.058
Charge: +2
DFT total energy (Ha): -10154.93658
Relative energy (zero: lowest compared OMol25 entry of this formula, charge and spin) (kJ/mol): 177.0

Last column: Mulliken spin population.
CARTESIAN COORDINATES (ANGSTROEM)
Cr: -0.237 1.590 1.572  3.1551
Se: 2.921 1.582 4.003  -0.0032
Se: 1.329 -0.057 4.076  0.0097
C: -0.053 1.185 4.613  0.0128
C: -0.403 1.320 5.945  -0.0068
C: -1.296 2.317 6.296  0.0072
C: -1.814 3.110 5.283  -0.0020
C: -1.416 2.885 3.980  0.0381
N: -0.538 1.939 3.634  -0.0497
C: 2.938 2.040 2.143  0.0148
C: 4.022 2.814 1.723  0.0000
C: 4.191 3.049 0.376  -0.0004
C: 3.354 2.387 -0.519  0.0031
C: 2.314 1.642 -0.014  0.0103
N: 2.031 1.548 1.296  -0.0388
H: 0.025 0.663 6.683  0.0004
H: -1.577 2.480 7.323  0.0000
H: -2.517 3.897 5.495  -0.0005
H: -1.813 3.493 3.178  -0.0032
H: 4.698 3.229 2.457  0.0016
H: 4.972 3.702 0.021  -0.0003
H: 3.513 2.454 -1.584  0.0008
H: 1.688 1.052 -0.670  0.0239
S: 1.612 4.753 3.105  0.0702
C: 0.457 4.585 1.949  0.0207
N: -0.161 3.495 1.492  -0.1582
C: 0.226 1.671 -2.590  0.0138
P: -0.623 1.978 -0.972  0.0104
C: -0.453 3.784 -0.846  -0.0126
C: -0.934 4.241 0.501  0.0227
C: -0.314 5.549 1.045  0.0120
C: 0.465 6.359 0.075  -0.0037
C: 0.701 5.917 -1.164  0.0003
C: 0.321 4.590 -1.594  -0.0041
C: -2.355 1.703 -1.452  -0.0312
C: -2.801 0.384 -1.457  -0.0086
C: -4.104 0.097 -1.819  0.0001
C: -4.959 1.125 -2.189  -0.0015
C: -4.513 2.437 -2.192  0.0002
C: -3.212 2.732 -1.827  -0.0073
P: 0.509 -0.118 -3.145  0.0065
C: 0.384 0.094 -4.977  -0.0014
C: 1.179 -0.768 -5.734  -0.0001
C: 1.280 -0.610 -7.102  0.0001
C: 0.578 0.402 -7.738  -0.0001
C: -0.271 1.210 -7.003  -0.0001
C: -0.384 1.051 -5.630  0.0008
C: 2.360 -0.059 -3.137  -0.0002
C: 3.094 -1.084 -2.550  0.0002
C: 4.476 -1.009 -2.499  0.0000
C: 5.136 0.082 -3.036  0.0001
C: 4.414 1.067 -3.695  0.0000
C: 3.035 0.993 -3.756  -0.0005
H: 1.197 2.166 -2.525  0.0053
H: -0.400 2.181 -3.328  -0.0041
H: -2.022 4.125 0.618  -0.0327
H: -1.005 6.168 1.620  0.0025
H: 0.843 7.311 0.413  -0.0004
H: 1.252 6.524 -1.864  -0.0003
H: 0.703 4.265 -2.549  0.0000
H: -2.120 -0.404 -1.154  -0.0016
H: -4.450 -0.927 -1.822  0.0001
H: -5.979 0.904 -2.469  -0.0001
H: -5.179 3.234 -2.482  -0.0001
H: -2.869 3.757 -1.841  -0.0003
H: 1.733 -1.554 -5.239  0.0000
H: 1.920 -1.268 -7.666  0.0000
H: 0.692 0.554 -8.800  0.0000
H: -0.843 1.979 -7.499  0.0000
H: -1.083 1.680 -5.093  0.0007
H: 2.597 -1.968 -2.180  0.0003
H: 5.042 -1.810 -2.051  0.0000
H: 6.210 0.159 -2.972  0.0000
H: 4.926 1.882 -4.185  -0.0001
H: 2.479 1.731 -4.321  0.0000
S: -2.761 1.254 1.654  -0.0795
C: -2.998 -0.090 2.636  0.0188
N: -4.055 -0.921 2.357  0.0010
C: -4.312 -2.010 3.106  -0.0009
C: -3.509 -2.287 4.178  0.0019
C: -2.439 -1.403 4.418  -0.0025
N: -2.195 -0.358 3.668  0.0047
H: -4.627 -0.686 1.552  -0.0006
H: -5.149 -2.630 2.817  0.0000
H: -3.694 -3.140 4.806  0.0002
H: -1.755 -1.562 5.240  -0.0001
C: 0.732 -4.897 4.191  0.0001
C: 0.941 -5.208 2.714  -0.0001
C: 1.722 -4.111 1.984  0.0001
N: 0.947 -2.885 1.930  0.0011
C: 0.502 -2.180 0.908  -0.0211
S: -0.506 -0.832 1.233  -0.0098
N: 0.711 -2.509 -0.377  0.0000
C: 0.698 -3.788 -1.020  0.0008
O: 1.365 -3.939 -2.004  -0.0003
C: -0.240 -4.778 -0.469  -0.0022
C: -0.059 -6.114 -0.833  -0.0001
C: -0.948 -7.077 -0.398  0.0000
C: -2.033 -6.713 0.383  -0.0001
C: -2.237 -5.384 0.721  0.0003
C: -1.345 -4.415 0.302  0.0040
H: 0.140 -5.683 4.649  0.0000
H: 0.212 -3.952 4.342  0.0001
H: 1.685 -4.854 4.710  -0.0001
H: -0.022 -5.352 2.228  0.0000
H: 1.498 -6.139 2.624  0.0000
H: 1.995 -4.424 0.976  0.0002
H: 2.637 -3.895 2.545  -0.0003
H: 0.695 -2.528 2.847  0.0093
H: 0.670 -1.742 -1.053  0.0044
H: 0.780 -6.370 -1.461  0.0000
H: -0.804 -8.109 -0.677  0.0000
H: -2.730 -7.463 0.721  0.0000
H: -3.099 -5.101 1.308  0.0000
H: -1.527 -3.381 0.556  0.0002

---

2.
Below is the molecule C4H7FO in a non-equilibrium geometry, with properties calculated with wB97M-V/def2-TZVPD.

Properties
SMILES: FCC[C@@H]1CO1
Gap between HOMO and LUMO (eV): 11.49
Molecular weight (g/mol): 90.097
Charge: 0
DFT total energy (Ha): -331.64377
Relative energy (zero: lowest compared OMol25 entry of this formula, charge and spin) (kJ/mol): 172.2

Last column: natural (NBO) charge in e.
CARTESIAN COORDINATES (ANGSTROEM)
F: -1.892 0.596 -1.904  -0.3738
C: -1.393 0.145 -0.688  0.0483
C: 0.022 -0.459 -0.930  -0.4673
C: 1.001 -0.138 0.175  0.0723
C: 0.876 0.016 1.622  -0.1183
O: 0.978 1.141 0.746  -0.4913
H: -2.096 -0.477 -0.182  0.1621
H: -1.338 1.118 -0.064  0.1753
H: 0.020 -1.470 -1.200  0.2211
H: 0.398 0.224 -1.679  0.2327
H: 1.967 -0.442 -0.211  0.1728
H: -0.152 -0.036 1.957  0.1721
H: 1.610 -0.218 2.357  0.1938

---

3.
Below is the molecule C7H10BrFN2 in a non-equilibrium geometry, with properties calculated with wB97M-V/def2-TZVPD.

Properties
SMILES: CC(C)(C)n1ncc(Br)c1F
Gap between HOMO and LUMO (eV): 9.97
Molecular weight (g/mol): 221.073
Charge: 0
DFT total energy (Ha): -3056.09604
Relative energy (zero: lowest compared OMol25 entry of this formula, charge and spin) (kJ/mol): 0.0

Last column: natural (NBO) charge in e.
CARTESIAN COORDINATES (ANGSTROEM)
C: -0.303 1.952 -0.140  -0.6105
C: -0.369 0.487 -0.581  0.1278
C: -1.824 0.034 -0.762  -0.6119
C: 0.396 0.287 -1.884  -0.6125
N: 0.208 -0.309 0.496  -0.2044
N: -0.262 -0.196 1.730  -0.2407
C: 0.403 -1.002 2.517  -0.0585
C: 1.389 -1.714 1.803  -0.2877
Br: 2.594 -2.985 2.489  0.0920
C: 1.295 -1.287 0.508  0.5042
F: 1.973 -1.624 -0.574  -0.2855
H: 0.699 2.196 0.208  0.2167
H: -0.551 2.603 -0.975  0.2105
H: -0.999 2.132 0.672  0.2291
H: -1.864 -0.952 -1.221  0.2109
H: -2.322 -0.008 0.203  0.2313
H: -2.356 0.736 -1.399  0.2120
H: 0.398 -0.758 -2.178  0.2202
H: -0.104 0.854 -2.665  0.2204
H: 1.423 0.640 -1.809  0.2187
H: 0.175 -1.085 3.561  0.2181

---

4.
Below is a cluster of 3 separate species, C24H22ClF3N4O4 in total in a non-equilibrium geometry, with properties calculated with wB97M-V/def2-TZVPD.

Properties
SMILES: C#CCCC[C@@H](C#N)[C@](Cl)(C#N)CCC(F)(F)F.O=[N+]([O-])c1ccccc1.O=[N+]([O-])c1ccccc1
Gap between HOMO and LUMO (eV): 9.07
Molecular weight (g/mol): 522.911
Charge: 0
DFT total energy (Ha): -2206.87289
Relative energy (zero: lowest compared OMol25 entry of this formula, charge and spin) (kJ/mol): 976.6

Last column: natural (NBO) charge in e.
CARTESIAN COORDINATES (ANGSTROEM)
C: -4.358 -0.814 3.140  -0.3066
C: -4.645 0.501 2.661  -0.0726
C: -4.494 1.966 1.869  -0.4446
C: -3.281 2.817 2.648  -0.4348
C: -2.183 3.464 1.623  -0.4299
C: -0.619 3.094 1.932  -0.3065
C: -0.229 3.007 3.531  0.2484
N: -0.029 2.577 4.754  -0.2788
C: -0.066 1.767 1.077  -0.0341
Cl: 1.681 1.467 1.732  -0.0076
C: 0.084 2.136 -0.526  0.2665
N: 0.082 2.152 -1.826  -0.3160
C: -0.911 0.396 1.384  -0.4626
C: -1.983 -0.017 0.199  -0.5186
C: -1.380 -1.136 -0.872  0.9983
F: -2.111 -0.872 -2.166  -0.3462
F: -1.861 -2.483 -0.406  -0.3549
F: 0.095 -1.089 -1.014  -0.3333
H: -4.015 -1.909 3.461  0.3059
H: -4.185 1.810 0.742  0.2326
H: -5.550 2.493 1.983  0.2556
H: -2.855 2.080 3.449  0.2570
H: -3.857 3.705 3.197  0.2389
H: -2.253 4.655 1.645  0.2480
H: -2.424 3.172 0.490  0.2306
H: 0.025 4.002 1.499  0.2762
H: -1.484 0.553 2.392  0.2706
H: -0.129 -0.496 1.496  0.2739
H: -2.874 -0.580 0.757  0.2958
H: -2.450 0.927 -0.348  0.2556
O: -1.102 -3.119 4.801  -0.3859
N: -0.086 -3.831 4.788  0.5033
O: 0.446 -4.312 5.799  -0.3648
C: 0.530 -4.119 3.487  0.0874
C: -0.017 -3.565 2.322  -0.2193
C: 0.588 -3.823 1.090  -0.2059
C: 1.724 -4.630 1.025  -0.1769
C: 2.261 -5.190 2.186  -0.2096
C: 1.666 -4.937 3.423  -0.2044
H: -0.902 -2.933 2.356  0.2410
H: 0.175 -3.392 0.181  0.2333
H: 2.196 -4.824 0.063  0.2231
H: 3.145 -5.821 2.126  0.2260
H: 2.098 -5.378 4.319  0.2509
O: 4.731 0.656 -8.232  -0.3769
N: 4.836 1.504 -7.334  0.5022
O: 5.729 2.363 -7.281  -0.3763
C: 3.838 1.488 -6.258  0.0810
C: 2.833 0.511 -6.258  -0.2056
C: 1.901 0.485 -5.219  -0.2154
C: 1.971 1.429 -4.193  -0.1752
C: 2.967 2.407 -4.201  -0.2160
C: 3.906 2.441 -5.233  -0.2056
H: 2.765 -0.232 -7.050  0.2471
H: 1.122 -0.274 -5.206  0.2227
H: 1.246 1.401 -3.381  0.2428
H: 3.013 3.141 -3.399  0.2230
H: 4.678 3.208 -5.223  0.2471

---

5.
Below is a cluster of 2 separate species, C4H7N3S in total in a non-equilibrium geometry, with properties calculated with wB97M-V/def2-TZVPD.

Properties
Gap between HOMO and LUMO (alpha / beta) (eV): 7.47 / 8.14
Molecular weight (g/mol): 129.188
Charge: 0
DFT total energy (Ha): -718.88314
Relative energy (zero: lowest compared OMol25 entry of this formula, charge and spin) (kJ/mol): 576.1

Last column: natural (NBO) charge in e.
CARTESIAN COORDINATES (ANGSTROEM)
C: -2.092 0.633 0.687  -0.3171
C: -2.282 0.111 2.020  -0.0629
C: -1.131 -0.244 0.205  -0.1093
C: 2.156 -0.223 -0.755  -0.5441
N: -1.516 -0.872 2.337  -0.2416
N: -0.793 0.577 -2.182  -1.0027
N: -0.823 -1.087 1.271  -0.3367
S: -0.379 -0.678 -1.338  0.8461
H: -2.691 1.452 0.204  0.2620
H: -2.932 0.382 2.891  0.2158
H: 2.186 -0.615 0.204  0.1685
H: 2.036 0.753 -0.780  0.1636
H: 2.505 -0.708 -1.599  0.1770
H: -0.225 0.969 -2.876  0.3736
H: -0.008 -1.779 1.191  0.4079

---

6.
Below is a structure of composition C4H5CsNaO2 in a non-equilibrium geometry, with properties calculated with wB97M-V/def2-TZVPD.

Properties
Gap between HOMO and LUMO (eV): 6.48
Molecular weight (g/mol): 240.977
Charge: +1
DFT total energy (Ha): -488.09851
Relative energy (zero: lowest compared OMol25 entry of this formula, charge and spin) (kJ/mol): 0.0

Last column: natural (NBO) charge in e.
CARTESIAN COORDINATES (ANGSTROEM)
H: 0.104 1.449 1.676  0.1255
C: -0.715 1.133 0.831  0.4730
C: -1.133 -0.255 0.469  -0.5322
C: 0.116 -1.163 0.392  -0.5449
C: 1.087 -0.794 -0.722  0.0722
O: 0.776 0.290 -1.279  -0.7598
O: -1.012 2.104 0.160  -0.6142
Cs: 0.389 3.276 -2.608  0.9949
Na: 3.241 -1.869 -1.175  0.8420
H: -1.599 -0.192 -0.527  0.2415
H: -1.809 -0.616 1.255  0.2474
H: -0.145 -2.216 0.200  0.2316
H: 0.701 -1.149 1.328  0.2230